C6H5NO2 | the ωB97M-V functional and the def2-TZVPD basis

* frontier orbital gap: 10.3 eV
* structure (SMILES): O=C(O)c1cccnc1
* LUMO energy: 0.18 eV

```
14
Properties=species:S:1:pos:R:3:forces:R:3:nbo_charge:R:1
O 2.68517 1.01246 -0.19322 -0.6 -0.4 0.0 -0.5793
C 1.92640 0.08557 -0.03114 0.7 0.1 0.2 0.7795
O 2.29879 -1.16780 0.18451 2.3 -1.0 -0.2 -0.6777
C 0.48549 0.01858 -0.01763 -0.3 6.0 -0.2 -0.2564
C -0.25664 1.23350 0.00060 -2.4 -2.9 0.9 -0.0843
C -1.67886 1.03714 0.10578 3.7 1.5 -0.6 -0.2668
C -2.18127 -0.22641 -0.01882 -1.5 -0.1 -0.6 0.0507
N -1.47136 -1.31423 -0.18136 0.6 0.0 0.7 -0.3968
C -0.14955 -1.12522 -0.06397 -1.9 -4.7 -0.3 0.0704
H 3.23743 -1.22153 -0.04214 0.2 -0.1 0.3 0.4981
H 0.23671 2.15699 0.13840 0.3 0.9 -0.2 0.2326
H -2.27478 1.90545 0.14362 -0.9 0.6 0.3 0.2201
H -3.25887 -0.34142 -0.04629 -0.1 -0.1 0.0 0.1921
H 0.40134 -2.05311 0.02168 0.0 0.1 -0.4 0.2176
```
Positions in Å, forces in eV/Å.

C6H5NOS | the ωB97M-V functional and the def2-TZVPD basis

* expectation value of S²: 2.01
* frontier orbital gap (alpha / beta): 5.6 / 6.9 eV
* LUMO energy (alpha / beta): 0.61 / -2.23 eV
* 2S+1: 3

```
14
Properties=species:S:1:pos:R:3:forces:R:3:mulliken_spin:R:1
C 2.90023 -1.15840 0.00348 -0.2 -0.1 -0.1 0.1467
C -1.23551 1.17040 0.02976 1.5 -4.1 0.0 0.1773
C -0.42902 2.27792 0.08860 2.1 1.5 0.0 0.6411
C -0.50803 -0.01689 -0.01742 -5.7 -0.4 -0.5 0.2090
C 0.84081 0.11604 -0.05854 3.5 2.1 0.0 0.5651
C -1.22175 -1.34233 -0.11949 -2.4 1.5 -0.1 -0.0122
N 1.78364 -0.78901 -0.21337 -0.8 -0.4 0.0 -0.0162
O 3.93711 -1.65817 0.10774 1.3 -0.4 0.1 0.1128
S 1.24948 1.85861 0.04957 1.4 0.4 0.0 0.1171
H -2.26447 1.15679 0.10698 -2.0 0.1 0.0 0.0031
H -0.61945 3.27430 0.35091 -0.7 1.1 0.2 0.0247
H -0.72658 -2.17169 -0.60419 0.2 0.2 -0.6 0.0019
H -1.46319 -1.70539 0.87600 -0.1 -0.1 0.3 0.0215
H -2.24326 -1.01217 -0.60003 1.9 -1.4 0.7 0.0080
```
Positions in Å, forces in eV/Å.

C6H5NS | the ωB97M-V functional and the def2-TZVPD basis

* frontier orbital gap: 7.7 eV
* LUMO energy: -0.42 eV

```
13
Properties=species:S:1:pos:R:3:forces:R:3:nbo_charge:R:1
C 0.39824 -0.44937 0.61157 -0.7 0.9 1.0 -0.5802
C -0.66004 0.01360 1.43820 0.2 -1.3 0.8 0.0823
C 1.09077 -1.58156 0.77793 2.5 -3.7 0.6 0.7607
C 0.65790 0.27164 -0.58005 -0.4 0.4 -3.3 0.0068
C -1.40200 0.90693 0.55890 0.4 1.9 -1.3 -0.5677
C -0.53737 1.22644 -0.66801 -0.1 -0.2 -3.3 -0.4914
N 1.68970 -2.60743 0.83112 -1.3 2.6 -0.4 -0.5692
S 1.74147 0.06615 -1.86413 -0.9 0.1 1.9 -0.1158
H -2.24916 0.31863 0.20283 -0.2 -0.2 0.3 0.2656
H -1.82315 1.84094 0.91912 -0.2 -0.2 0.8 0.2432
H -0.08219 2.24683 -0.88897 -1.1 -0.9 0.7 0.2548
H -1.16284 0.92535 -1.65886 1.7 0.8 2.0 0.2425
H 2.33867 -3.17814 0.32035 0.0 -0.2 0.3 0.4683
```
Positions in Å, forces in eV/Å.

C6H6 | the ωB97M-V functional and the def2-TZVPD basis

* frontier orbital gap: 10.9 eV
* structure (SMILES): C#CCCC#C
* LUMO energy: 0.89 eV

```
12
Properties=species:S:1:pos:R:3:forces:R:3:nbo_charge:R:1
C -2.22518 2.02595 -0.27710 0.4 -0.2 0.1 -0.2360
C -1.14491 1.50072 -0.20134 -0.5 0.1 0.0 -0.0138
C 0.13747 0.79654 -0.11788 -0.1 -0.2 0.1 -0.4670
C -0.04537 -0.75073 -0.17162 -0.2 -0.2 0.2 -0.4827
C 1.16951 -1.47884 0.11433 0.6 -0.1 0.1 0.0071
C 2.02257 -2.05390 0.74649 0.3 0.3 -1.2 -0.2647
H -3.19040 2.47955 -0.32737 0.2 0.0 0.0 0.2369
H 0.67858 1.10115 0.78567 -0.2 -0.2 0.0 0.2439
H 0.77243 1.13838 -0.95461 -0.2 -0.4 0.2 0.2400
H -0.56178 -1.29123 0.63589 -1.1 1.4 0.2 0.2641
H -0.61189 -1.02337 -1.06482 0.5 -0.1 -0.2 0.2400
H 2.99896 -2.44423 0.83236 0.3 -0.4 0.6 0.2322
```
Positions in Å, forces in eV/Å.

C6H6 | the ωB97M-V functional and the def2-TZVPD basis

* frontier orbital gap (alpha / beta): 7.3 / 7.3 eV
* LUMO energy (alpha / beta): -0.87 / -0.87 eV

```
12
Properties=species:S:1:pos:R:3:forces:R:3:nbo_charge:R:1
C -2.33882 0.23046 -0.45595 0.5 0.1 0.8 -0.4355
C -0.00955 -0.14131 0.64726 0.0 0.1 0.3 -0.4746
C 2.25577 0.65277 -0.37712 -4.8 2.0 1.8 -0.4260
C -1.22469 0.58719 0.16777 0.4 2.3 -1.1 -0.1029
C -0.37164 1.76266 0.37802 2.3 -2.1 -0.5 0.1197
C 0.95383 0.93078 0.15758 1.5 -0.3 -1.9 -0.0593
H -2.66009 -0.82895 -0.29307 -0.3 1.3 -0.8 0.2220
H -2.75138 1.09360 -1.00484 -0.7 -1.3 0.1 0.2311
H -0.00867 -0.32978 1.66998 0.2 -0.9 1.6 0.2321
H 0.00440 -0.94075 -0.04150 0.6 -1.4 -0.2 0.2636
H 2.64586 1.43796 -1.00313 0.6 -0.2 0.0 0.2141
H 2.75379 -0.29137 -0.16432 -0.2 0.3 -0.1 0.2159
```
Positions in Å, forces in eV/Å.

C6H6 | the ωB97M-V functional and the def2-TZVPD basis

* frontier orbital gap: 11.1 eV
* structure (SMILES): C#CC(C)C#C
* LUMO energy: 1.03 eV

```
12
Properties=species:S:1:pos:R:3:forces:R:3:nbo_charge:R:1
C 2.16723 -1.14072 0.12444 -0.4 0.2 0.1 -0.2420
C 1.08739 -0.65698 0.33950 0.5 -0.2 -0.1 0.0212
C -0.26861 -0.09528 0.44951 0.0 0.0 0.0 -0.3709
C -1.15875 -0.81289 -0.58328 -0.1 0.0 -0.1 -0.5721
C -0.19980 1.37235 0.30667 0.1 0.5 0.0 -0.0032
C -0.06797 2.56804 0.25883 -0.1 -0.5 0.0 -0.2195
H 3.13389 -1.54879 -0.06598 -0.1 0.0 0.1 0.2399
H -0.66979 -0.30176 1.45117 0.1 0.0 -0.1 0.2537
H -0.74088 -0.70100 -1.58739 -0.1 0.1 0.2 0.2198
H -1.17371 -1.88080 -0.34248 0.0 0.2 -0.1 0.2180
H -2.18145 -0.42886 -0.57059 0.1 0.0 0.0 0.2167
H 0.07245 3.62667 0.21961 -0.1 -0.2 0.0 0.2383
```
Positions in Å, forces in eV/Å.

C6H6 | the ωB97M-V functional and the def2-TZVPD basis

* frontier orbital gap: 10.3 eV
* structure (SMILES): C#CC=C.C#C
* LUMO energy: 0.99 eV

```
12
Properties=species:S:1:pos:R:3:forces:R:3:nbo_charge:R:1
C -1.71318 -1.37950 0.17908 1.1 2.7 -1.2 -0.2238
C -1.37664 -0.26042 -0.17741 -0.6 -2.0 1.1 -0.0145
C -0.76113 1.00645 -0.34899 1.8 -0.3 -0.6 -0.2914
C -1.23401 2.14206 0.11279 -3.6 0.4 1.3 -0.3322
H -1.64082 -2.40533 0.32529 -0.5 -1.1 0.3 0.2270
H 0.26902 0.90952 -0.78923 -1.1 0.4 0.3 0.2359
H -2.28763 2.17627 0.60267 1.8 -0.5 -0.9 0.1937
H -0.87855 3.13831 0.08130 1.2 0.5 -0.4 0.2060
C 2.75736 -0.85056 0.00882 -2.7 -2.2 -0.1 -0.2203
C 1.91101 -1.72656 0.01571 2.4 1.0 0.2 -0.2304
H 3.32890 -0.01119 -0.11373 1.1 1.5 -0.1 0.2190
H 1.62567 -2.73905 0.10369 -0.8 -0.3 0.0 0.2310
```
Positions in Å, forces in eV/Å.

C6H6 | the ωB97M-V functional and the def2-TZVPD basis

* frontier orbital gap: 9.8 eV
* structure (SMILES): CC#CC#CC
* LUMO energy: 0.98 eV

```
12
Properties=species:S:1:pos:R:3:forces:R:3:nbo_charge:R:1
C -3.21790 -0.06947 0.15772 -0.1 0.0 0.0 -0.6880
C -1.87927 0.18401 -0.35357 0.5 0.0 0.1 0.0741
C -0.69737 0.28563 -0.57462 -0.5 0.0 0.1 -0.1010
C 0.68005 0.28422 -0.58627 0.5 -0.1 0.1 -0.1024
C 1.86242 0.17976 -0.36880 -0.6 0.0 0.0 0.0760
C 3.22002 -0.05275 0.09505 0.2 0.0 0.0 -0.6886
H -3.34186 0.44756 1.11573 -0.1 0.0 -0.2 0.2390
H -3.32463 -1.14337 0.34264 -0.1 0.1 0.0 0.2391
H -4.00883 0.24790 -0.52425 0.1 0.0 0.0 0.2365
H 3.47041 -1.11139 -0.01771 0.1 0.1 0.0 0.2388
H 3.27883 0.20386 1.15775 0.1 0.0 -0.1 0.2394
H 3.95812 0.54404 -0.44366 -0.1 0.0 0.0 0.2371
```
Positions in Å, forces in eV/Å.

C6H6 | the ωB97M-V functional and the def2-TZVPD basis

* frontier orbital gap: 10.6 eV
* structure (SMILES): C#CCC#CC
* LUMO energy: 0.98 eV

```
12
Properties=species:S:1:pos:R:3:forces:R:3:nbo_charge:R:1
C -1.55244 -0.92919 -2.67016 0.0 0.2 0.5 -0.2307
C -1.55110 -0.48587 -1.55183 0.0 -0.2 -0.5 0.0009
C -1.56855 0.05917 -0.18584 0.0 0.0 0.0 -0.5364
C -0.22952 0.18101 0.41004 0.5 0.0 0.2 -0.0269
C 0.86197 0.28573 0.90802 -0.5 0.0 -0.2 0.0216
C 2.19182 0.41237 1.50648 0.1 0.0 0.0 -0.6825
H -1.54463 -1.32402 -3.66225 0.0 0.1 0.2 0.2362
H -2.05348 1.04349 -0.19953 0.1 -0.1 0.0 0.2559
H -2.19451 -0.58159 0.44792 0.1 0.1 -0.1 0.2558
H 2.53515 -0.54823 1.90374 -0.1 0.1 -0.1 0.2351
H 2.92161 0.75209 0.76465 -0.1 0.0 0.1 0.2362
H 2.18369 1.13504 2.32876 0.0 -0.1 -0.1 0.2348
```
Positions in Å, forces in eV/Å.

C6H6 | the ωB97M-V functional and the def2-TZVPD basis

* frontier orbital gap: 9.1 eV
* LUMO energy: 0.14 eV

```
12
Properties=species:S:1:pos:R:3:forces:R:3:nbo_charge:R:1
C 1.29390 -0.15389 -0.17606 -0.1 -0.7 0.2 -0.1868
C 0.65312 -1.38688 0.03087 0.5 0.3 0.2 -0.2222
C 0.36856 0.76559 -0.58144 -1.8 0.1 -0.8 -0.1737
C -0.98847 0.56190 -0.82593 1.7 -0.7 0.1 0.0257
C -0.70692 -1.35327 0.25033 -0.4 0.5 -0.4 -0.3099
C -0.44427 1.96031 -0.41778 0.1 0.5 0.4 -0.4628
H 2.35207 0.01779 -0.07559 0.2 0.0 0.0 0.2214
H 1.17001 -2.33373 -0.05536 0.1 0.0 0.0 0.2228
H -1.32339 -2.22046 0.06473 -0.1 0.0 0.0 0.2169
H -1.16555 -0.58668 0.86038 0.1 0.0 0.3 0.2312
H -0.44952 2.41703 0.56855 -0.1 0.0 0.1 0.2123
H -0.59838 2.67300 -1.21837 -0.1 0.1 0.0 0.2251
```
Positions in Å, forces in eV/Å.

What are the F_max values for these records? In order: 6.0; 5.8; 4.5; 1.8; 5.5; 0.6; 3.9; 0.6; 0.5; 2.0 eV Å⁻¹.